Entry 1:
The following is a DFT calculation (ωB97M-V/def2-TZVPD) of a molecular structure, C26H24BF8N14O4S2V.

Atoms and positions in Å:
V1 0.49 -1.39 0.54
C1 1.28 2.79 0.02
C2 0.44 1.69 -0.07
N1 0.90 0.69 0.67
N2 2.04 1.12 1.26
C3 2.29 2.38 0.88
B1 2.80 0.11 2.15
N3 1.74 -0.48 3.13
C4 1.61 -0.31 4.45
C5 0.41 -0.87 4.85
C6 -0.15 -1.37 3.67
N4 0.65 -1.12 2.65
N5 3.35 -1.02 1.25
C7 4.61 -1.35 0.94
C8 4.58 -2.41 0.05
C9 3.23 -2.67 -0.14
N6 2.50 -1.83 0.58
N7 3.93 0.68 2.98
C10 4.74 -0.04 3.80
C11 5.60 0.83 4.42
C12 5.23 2.09 3.91
N8 4.23 1.99 3.06
H1 1.18 3.75 -0.46
H2 -0.46 1.57 -0.66
H3 3.16 2.89 1.25
H4 2.37 0.19 5.02
H5 0.01 -0.93 5.85
H6 -1.08 -1.90 3.52
H7 5.44 -0.81 1.36
H8 5.42 -2.91 -0.40
H9 2.74 -3.39 -0.77
H10 4.64 -1.11 3.88
H11 6.37 0.59 5.13
H12 5.66 3.05 4.13
F1 -1.38 -2.63 -3.48
C13 -0.42 -1.84 -3.97
F2 0.60 -2.60 -4.35
F3 -0.89 -1.18 -5.02
S1 0.09 -0.63 -2.67
O1 0.53 -1.52 -1.57
O2 -1.09 0.13 -2.40
N9 1.21 0.15 -3.37
S2 2.70 0.45 -2.91
O3 2.93 0.26 -1.51
O4 3.14 1.63 -3.57
C14 3.63 -0.92 -3.73
F4 3.44 -0.89 -5.05
F5 4.93 -0.78 -3.48
F6 3.23 -2.11 -3.27
F7 0.78 -3.97 2.02
C15 -0.10 -3.27 1.24
F8 0.01 -3.83 -0.06
H13 -1.11 -3.52 1.59
C16 -2.08 1.04 1.87
C17 -2.44 -0.04 0.91
N10 -1.66 -1.00 0.46
C18 -2.43 -1.79 -0.38
C19 -3.68 -1.28 -0.44
N11 -3.68 -0.16 0.38
C20 -4.76 0.79 0.50
N12 -4.73 1.77 -0.55
N13 -3.96 2.87 -0.40
N14 -3.98 3.56 -1.47
C21 -4.77 2.91 -2.39
C22 -5.09 3.24 -3.71
C23 -5.90 2.37 -4.40
C24 -6.40 1.20 -3.79
C25 -6.09 0.85 -2.50
C26 -5.26 1.74 -1.81
H14 -1.03 0.96 2.14
H15 -2.67 0.95 2.79
H16 -2.25 2.02 1.44
H17 -2.01 -2.64 -0.88
H18 -4.54 -1.57 -1.01
H19 -4.66 1.32 1.45
H20 -5.71 0.26 0.48
H21 -4.70 4.14 -4.16
H22 -6.17 2.59 -5.42
H23 -7.03 0.54 -4.38
H24 -6.48 -0.05 -2.05

- Gap between HOMO and LUMO (alpha / beta): 0.3288 / 0.3421 Ha
- 2S+1: 3
- Total energy: -4637.0628 Ha
- LUMO level (alpha / beta): 0.0 / 0.1 eV
- HOMO energy (alpha / beta): -9.0 / -9.3 eV
- Energy relative to the best compared isomer or geometry (same formula, charge and spin): 0.0000 eV
- ⟨S²⟩: 2.028



Entry 2:
The following is a DFT calculation (ωB97M-V/def2-TZVPD) of a molecular structure, C26H24BrFeIN7O in a non-equilibrium geometry.

Atoms and positions in Å:
Fe1 0.13 0.19 0.06
Br1 -6.28 0.60 -2.53
C1 -4.60 0.94 -1.76
C2 -4.06 2.23 -1.77
C3 -2.85 2.48 -1.20
C4 -2.04 1.48 -0.60
O1 -0.89 1.85 -0.10
C5 -2.61 0.15 -0.58
C6 -2.14 -1.09 0.06
N1 -0.93 -1.53 0.24
C7 -0.73 -2.29 1.44
C8 -0.96 -3.62 1.60
C9 -0.75 -4.21 2.88
C10 -0.33 -3.47 3.93
C11 -0.07 -2.08 3.78
C12 0.33 -1.23 4.84
C13 0.54 0.10 4.60
C14 0.39 0.58 3.28
N2 0.03 -0.17 2.27
C15 -0.24 -1.49 2.52
C16 -3.90 -0.06 -1.13
H1 -4.62 3.03 -2.23
H2 -2.44 3.48 -1.19
H3 -2.95 -1.74 0.40
H4 -1.32 -4.21 0.77
H5 -0.94 -5.27 3.00
H6 -0.19 -3.92 4.91
H7 0.46 -1.64 5.83
H8 0.83 0.77 5.39
H9 0.58 1.63 3.06
H10 -4.33 -1.05 -1.07
C17 -2.21 -2.19 -5.00
C18 -1.12 -1.84 -6.01
C19 -0.09 -2.96 -6.13
C20 -0.50 -0.48 -5.70
N3 0.03 -0.39 -4.34
C21 -0.53 0.13 -3.25
N4 0.27 -0.08 -2.23
N5 1.33 -0.75 -2.73
N6 1.20 -0.94 -3.98
H11 -2.72 -3.11 -5.29
H12 -2.96 -1.41 -4.91
H13 -1.78 -2.36 -4.01
H14 -1.60 -1.70 -6.99
H15 0.42 -3.14 -5.19
H16 0.67 -2.72 -6.88
H17 -0.58 -3.88 -6.44
H18 -1.24 0.31 -5.78
H19 0.33 -0.25 -6.37
H20 -1.48 0.64 -3.23
I1 5.35 -2.80 0.19
C22 4.37 -0.98 0.13
C23 5.07 0.22 0.05
C24 4.35 1.41 0.01
C25 2.97 1.35 0.04
N7 2.30 0.20 0.11
C26 2.99 -0.94 0.15
H21 6.15 0.23 0.03
H22 4.85 2.36 -0.06
H23 2.37 2.26 0.00
H24 2.41 -1.86 0.19

- Gap between HOMO and LUMO (alpha / beta): 0.2837 / 0.2766 Ha
- 2S+1: 5
- Total energy: -5598.9563 Ha
- Total charge: +1
- LUMO level (alpha / beta): -2.9 / -3.1 eV
- HOMO energy (alpha / beta): -10.6 / -10.7 eV
- Energy relative to the best compared isomer or geometry (same formula, charge and spin): 1.1402 eV
- ⟨S²⟩: 6.011



Entry 3:
The following is a DFT calculation (ωB97M-V/def2-TZVPD) of a molecular structure, C26H24BrFeN6.

Atoms and positions in Å:
Fe1 -0.20 -0.31 -0.01
C1 3.43 3.56 -3.91
C2 3.05 2.56 -2.85
C3 3.43 2.73 -1.53
C4 3.06 1.81 -0.55
C5 2.31 0.69 -0.88
N1 1.87 -0.21 0.12
C6 2.74 -0.79 0.95
C7 4.14 -0.78 0.70
C8 5.04 -1.35 1.54
C9 4.61 -1.96 2.73
C10 5.58 -2.58 3.68
C11 3.24 -2.01 2.99
C12 2.30 -1.49 2.13
N2 0.93 -1.63 2.48
C13 0.44 -2.40 3.49
C14 -0.88 -2.06 3.68
C15 -1.13 -1.07 2.74
N3 -0.05 -0.81 2.00
C16 1.90 0.53 -2.21
C17 2.27 1.45 -3.17
N4 1.15 -0.62 -2.62
C18 1.32 -1.34 -3.74
C19 0.30 -2.27 -3.80
C20 -0.46 -2.03 -2.66
N5 0.05 -1.03 -1.94
H1 4.22 4.21 -3.57
H2 2.57 4.18 -4.18
H3 3.76 3.06 -4.82
H4 4.03 3.59 -1.25
H5 3.36 1.97 0.48
H6 4.48 -0.32 -0.22
H7 6.10 -1.33 1.30
H8 6.59 -2.19 3.54
H9 5.62 -3.66 3.52
H10 5.28 -2.42 4.72
H11 2.93 -2.45 3.93
H12 1.04 -3.13 3.99
H13 -1.56 -2.48 4.40
H14 -2.05 -0.54 2.55
H15 1.93 1.31 -4.20
H16 2.15 -1.15 -4.40
H17 0.14 -3.01 -4.56
H18 -1.35 -2.54 -2.32
C21 -2.30 4.89 -0.23
C22 -2.56 3.41 -0.23
C23 -3.84 2.87 -0.33
C24 -4.04 1.50 -0.32
C25 -2.92 0.70 -0.20
Br1 -3.08 -1.19 -0.17
N6 -1.68 1.18 -0.10
C26 -1.51 2.51 -0.12
H19 -3.22 5.45 -0.35
H20 -1.63 5.16 -1.05
H21 -1.82 5.20 0.70
H22 -4.69 3.53 -0.42
H23 -5.02 1.07 -0.40
H24 -0.49 2.85 -0.03

- Gap between HOMO and LUMO (alpha / beta): 0.3075 / 0.2425 Ha
- 2S+1: 6
- Total energy: -5170.9540 Ha
- Total charge: +2
- LUMO level (alpha / beta): -5.2 / -7.7 eV
- HOMO energy (alpha / beta): -13.6 / -14.3 eV
- Energy relative to the best compared isomer or geometry (same formula, charge and spin): 0.0000 eV
- ⟨S²⟩: 8.799



Entry 4:
The following is a DFT calculation (ωB97M-V/def2-TZVPD) of a molecular structure, C26H24Cl3N3O5SiTc in a non-equilibrium geometry.

Atoms and positions in Å:
Tc1 -0.25 0.48 -1.08
O1 -1.33 0.77 -2.71
C1 -2.63 1.12 -2.60
C2 -3.11 2.16 -3.40
C3 -4.43 2.54 -3.34
C4 -5.33 1.89 -2.49
C5 -4.87 0.85 -1.71
C6 -3.53 0.46 -1.73
C7 -3.11 -0.69 -0.92
N1 -1.89 -0.87 -0.63
N2 -1.47 -2.04 -0.01
C8 -0.22 -2.21 -0.34
O2 0.43 -1.46 -1.21
C9 0.53 -3.29 0.33
C10 0.10 -3.80 1.56
C11 0.86 -4.75 2.21
C12 2.05 -5.20 1.65
C13 2.48 -4.70 0.43
C14 1.72 -3.74 -0.22
H1 -2.41 2.64 -4.07
H2 -4.78 3.35 -3.97
H3 -6.37 2.18 -2.46
H4 -5.55 0.32 -1.06
H5 -3.85 -1.43 -0.60
H6 -0.82 -3.43 1.98
H7 0.53 -5.14 3.17
H8 2.64 -5.95 2.17
H9 3.40 -5.05 -0.01
H10 2.05 -3.32 -1.17
C15 2.06 2.85 -2.25
Si1 1.90 0.99 -2.22
C16 1.80 0.33 -3.95
C17 3.29 0.21 -1.29
H11 2.99 3.13 -2.75
H12 2.09 3.27 -1.24
H13 1.23 3.31 -2.79
H14 2.69 0.59 -4.52
H15 0.92 0.73 -4.47
H16 1.71 -0.76 -3.93
H17 4.25 0.44 -1.77
H18 3.16 -0.87 -1.27
H19 3.32 0.56 -0.25
O3 -0.52 1.14 4.61
C18 0.55 0.38 4.33
C19 1.27 -0.15 5.40
C20 2.36 -0.96 5.16
C21 2.77 -1.26 3.86
C22 2.06 -0.73 2.80
C23 0.95 0.10 3.02
C24 0.19 0.66 1.88
O4 -0.83 1.34 2.07
O5 0.65 0.35 0.70
H20 -0.93 1.37 3.74
H21 0.94 0.08 6.41
H22 2.91 -1.37 6.00
H23 3.61 -1.91 3.68
H24 2.34 -0.95 1.78
Cl1 -3.67 4.31 0.17
C25 -1.94 4.61 0.02
Cl2 -1.24 5.11 1.55
Cl3 -1.59 5.76 -1.26
C26 -1.32 3.33 -0.36
N3 -0.83 2.33 -0.63

- Gap between HOMO and LUMO (alpha / beta): 0.2915 / 0.2492 Ha
- 2S+1: 4
- Total energy: -3296.5535 Ha
- LUMO level (alpha / beta): -0.1 / -1.5 eV
- HOMO energy (alpha / beta): -8.0 / -8.3 eV
- ⟨S²⟩: 3.770



Entry 5:
The following is a DFT calculation (ωB97M-V/def2-TZVPD) of 6 unconnected molecules or ions with the total composition C26H24ClF6NO17 in a non-equilibrium geometry.

Atoms and positions in Å:
C1 4.47 1.34 3.40
C2 4.29 2.34 4.59
F1 4.94 3.57 4.23
C3 2.79 2.72 4.93
C4 1.71 1.77 4.34
C5 0.63 2.31 3.50
C6 -0.41 1.42 2.95
Cl1 -1.72 2.13 1.95
C7 -0.43 -0.03 3.18
C8 0.64 -0.54 4.03
C9 1.66 0.34 4.60
C10 2.61 -0.53 5.46
O1 3.48 -0.08 6.16
N1 2.21 -1.91 5.26
C11 0.96 -1.98 4.50
O2 0.38 -3.00 4.29
H1 5.48 1.56 2.95
H2 3.71 1.43 2.59
H3 4.55 0.31 3.84
H4 4.78 1.97 5.53
H5 2.70 2.80 6.05
H6 2.59 3.76 4.55
H7 0.60 3.41 3.29
H8 -1.19 -0.71 2.75
H9 3.04 -2.28 4.77
C12 4.78 -0.05 -1.67
C13 4.96 -0.57 -0.27
O3 3.73 -0.28 0.35
C14 2.80 -0.30 -0.65
O4 1.63 -0.36 -0.48
O5 3.38 -0.25 -1.88
F2 5.95 0.10 0.37
H10 5.01 1.01 -1.75
H11 5.37 -0.60 -2.40
H12 5.15 -1.65 -0.21
C15 -6.51 0.11 2.76
C16 -6.13 1.56 2.75
O6 -5.17 1.64 3.79
C17 -4.58 0.41 3.84
O7 -3.55 0.19 4.40
O8 -5.30 -0.52 3.16
F3 -7.19 2.34 3.07
H13 -7.30 -0.12 3.48
H14 -6.83 -0.25 1.78
H15 -5.69 1.91 1.81
C18 1.37 -2.92 -4.25
C19 2.82 -2.63 -4.50
O9 3.09 -3.32 -5.71
C20 1.90 -3.33 -6.39
O10 1.80 -3.57 -7.55
O11 0.86 -3.01 -5.58
F4 3.60 -3.17 -3.52
H16 1.21 -3.87 -3.74
H17 0.88 -2.12 -3.69
H18 3.06 -1.57 -4.62
C21 -2.48 4.47 -2.45
C22 -1.82 3.92 -1.22
O12 -2.90 3.39 -0.48
C23 -3.83 3.02 -1.41
O13 -4.75 2.31 -1.18
O14 -3.58 3.57 -2.63
F5 -1.24 4.91 -0.50
H19 -2.86 5.48 -2.31
H20 -1.82 4.46 -3.32
H21 -1.09 3.13 -1.42
C24 -3.94 -3.18 -6.60
C25 -2.60 -2.95 -5.97
O15 -2.63 -3.80 -4.84
C26 -3.45 -4.84 -5.18
O16 -3.50 -5.87 -4.60
O17 -4.20 -4.54 -6.28
F6 -2.48 -1.67 -5.54
H22 -4.72 -2.55 -6.16
H23 -3.93 -3.02 -7.68
H24 -1.75 -3.21 -6.61

- Gap between HOMO and LUMO: 0.3248 Ha
- SMILES: C[C@@H](F)Cc1cc(Cl)cc2c1C(=O)NC2=O.O=C1OC[C@@H](F)O1.O=C1OC[C@@H](F)O1.O=C1OC[C@@H](F)O1.O=C1OC[C@@H](F)O1.O=C1OC[C@@H](F)O1
- Total energy: -3398.4297 Ha
- LUMO level: -0.5 eV
- HOMO energy: -9.4 eV



Entry 6:
The following is a DFT calculation (ωB97M-V/def2-TZVPD) of a molecular structure, C26H24CrN3O9S in a non-equilibrium geometry.

Atoms and positions in Å:
Cr1 -0.08 1.21 -0.28
C1 0.96 2.12 3.66
C2 1.21 1.71 2.23
O1 0.22 1.91 1.40
C3 2.40 1.17 1.86
C4 2.72 0.77 0.52
C5 4.11 0.29 0.20
N1 1.83 0.79 -0.42
N2 2.26 0.43 -1.71
C6 1.25 0.37 -2.50
O2 0.02 0.68 -2.12
C7 1.44 -0.04 -3.91
C8 0.37 0.01 -4.79
C9 0.54 -0.36 -6.12
C10 1.78 -0.77 -6.57
C11 2.85 -0.83 -5.69
C12 2.69 -0.47 -4.37
H1 0.07 2.73 3.72
H2 1.81 2.66 4.06
H3 0.80 1.22 4.26
H4 3.18 1.09 2.61
H5 4.75 0.38 1.08
H6 4.52 0.87 -0.62
H7 4.06 -0.75 -0.12
H8 -0.60 0.32 -4.41
H9 -0.31 -0.33 -6.80
H10 1.91 -1.06 -7.61
H11 3.82 -1.16 -6.04
H12 3.51 -0.51 -3.66
O3 -3.64 -1.09 0.55
C13 -3.15 0.12 0.82
O4 -2.79 0.52 1.89
C14 -3.15 1.00 -0.41
C15 -4.32 1.16 -1.12
C16 -4.36 2.07 -2.15
C17 -3.23 2.81 -2.43
C18 -2.09 2.59 -1.68
N3 -2.03 1.67 -0.70
C19 -0.82 3.36 -1.82
O5 -0.73 4.37 -2.65
O6 0.13 3.09 -1.11
H13 -3.50 -1.65 1.33
H14 -5.19 0.57 -0.85
H15 -5.26 2.20 -2.74
H16 -3.24 3.55 -3.22
H17 -1.54 4.48 -3.17
C20 -0.45 -2.99 6.35
C21 -0.36 -2.75 4.86
C22 0.78 -2.19 4.29
C23 0.87 -1.98 2.92
C24 -0.20 -2.34 2.11
C25 -1.34 -2.91 2.66
C26 -1.41 -3.11 4.02
S1 -0.13 -2.01 0.37
O7 1.24 -2.13 -0.04
O8 -1.11 -2.86 -0.26
O9 -0.63 -0.57 0.33
H18 0.36 -2.47 6.88
H19 -0.37 -4.05 6.57
H20 -1.40 -2.64 6.74
H21 1.61 -1.91 4.92
H22 1.75 -1.55 2.47
H23 -2.14 -3.24 2.00
H24 -2.30 -3.57 4.46

- Gap between HOMO and LUMO (alpha / beta): 0.2238 / 0.2201 Ha
- 2S+1: 2
- Total energy: -3289.3577 Ha
- LUMO level (alpha / beta): -1.3 / -1.3 eV
- HOMO energy (alpha / beta): -7.4 / -7.3 eV
- ⟨S²⟩: 0.760



Entry 7:
The following is a DFT calculation (ωB97M-V/def2-TZVPD) of a molecular structure, C26H24F11N2OS3SbSe2Sn in a non-equilibrium geometry.

Atoms and positions in Å:
Sn1 1.88 1.17 -1.52
C1 1.68 -0.47 2.17
C2 0.42 0.03 1.55
N1 -0.19 -0.73 0.72
N2 -1.40 -0.43 0.18
C3 -1.77 0.91 -0.16
S1 -1.04 1.81 -1.32
S2 -3.23 1.32 0.66
C4 -3.75 2.92 -0.08
C5 -3.24 4.13 0.63
C6 -3.60 4.38 1.95
C7 -3.18 5.54 2.58
C8 -2.40 6.46 1.89
C9 -2.03 6.20 0.58
C10 -2.44 5.04 -0.05
C11 0.05 1.41 1.95
C12 -0.80 1.67 3.00
C13 -0.98 2.97 3.45
C14 -0.30 4.01 2.83
C15 0.53 3.77 1.76
C16 0.74 2.46 1.31
O1 1.55 2.20 0.28
H1 1.81 -1.54 2.02
H2 1.67 -0.24 3.24
H3 2.52 0.07 1.73
H4 -4.84 2.86 -0.04
H5 -3.40 2.89 -1.12
H6 -4.21 3.66 2.48
H7 -3.45 5.73 3.60
H8 -2.08 7.37 2.37
H9 -1.42 6.91 0.05
H10 -2.16 4.86 -1.07
H11 -1.33 0.86 3.48
H12 -1.63 3.16 4.29
H13 -0.42 5.01 3.20
H14 1.04 4.58 1.25
C17 -3.37 -2.37 -0.44
Se1 -1.79 -1.62 -1.27
C18 -0.52 -3.03 -0.84
C19 -0.22 -3.95 -2.01
Se2 1.33 -3.40 -3.11
C20 1.78 -5.19 -3.73
H15 -3.19 -2.56 0.62
H16 -3.61 -3.29 -0.96
H17 -4.19 -1.67 -0.56
H18 -0.95 -3.59 0.00
H19 0.37 -2.49 -0.50
H20 -1.06 -4.03 -2.69
H21 0.04 -4.94 -1.63
H22 0.97 -5.56 -4.35
H23 1.95 -5.85 -2.88
H24 2.69 -5.11 -4.33
F1 0.29 -0.79 -2.56
Sb1 -0.24 -0.37 -4.48
F2 -0.93 -2.15 -4.47
F3 -1.93 0.10 -3.77
F4 -0.65 0.17 -6.20
F5 0.51 1.34 -4.03
F6 1.52 -0.91 -4.86
F7 5.90 -5.15 2.36
C21 5.18 -4.35 1.59
C22 5.43 -2.98 1.57
F8 6.38 -2.46 2.34
C23 4.67 -2.14 0.76
F9 4.91 -0.83 0.76
C24 3.63 -2.63 -0.04
S3 2.67 -1.59 -1.06
C25 3.40 -4.01 0.02
F10 2.39 -4.54 -0.71
C26 4.15 -4.86 0.80
F11 3.88 -6.17 0.80

- Gap between HOMO and LUMO (alpha / beta): 0.2442 / 0.1953 Ha
- 2S+1: 2
- Total energy: -8740.1695 Ha
- Total charge: +1
- LUMO level (alpha / beta): -4.1 / -5.4 eV
- HOMO energy (alpha / beta): -10.8 / -10.8 eV
- ⟨S²⟩: 0.755